# 1
Density functional theory data (wB97M-V/def2-TZVPD) for a molecular structure, C4H14NO3 at a distorted geometry.

Last column: natural (NBO) charge in e.
Element x y z (Å)
H (0.747, -1.509, 0.935)  0.185
H (-1.177, -1.462, -4.104)  0.441
H (-0.888, -1.758, -0.702)  0.097
H (1.917, -0.002, 2.662)  0.163
H (-0.660, 0.990, 1.302)  0.259
N (1.824, 1.499, 1.146)  -0.854
O (-0.986, 0.363, -0.522)  -0.892
H (-2.181, -0.865, 0.157)  0.125
O (-0.971, -0.707, -4.553)  -0.989
H (0.897, 1.003, -2.696)  0.438
C (-0.244, -1.090, 1.275)  -0.440
O (-0.005, 0.831, -2.728)  -1.098
C (-0.203, 0.207, 2.014)  -0.470
C (-1.100, -0.855, -0.001)  -0.018
H (-0.767, 0.229, 2.948)  0.186
H (-0.847, -1.920, 1.827)  0.183
H (1.068, 1.787, 0.487)  0.378
H (2.347, 0.671, 0.584)  0.339
H (-0.407, 0.661, -1.637)  0.508
C (1.193, 0.742, 2.301)  -0.205
H (-0.616, -0.144, -3.890)  0.501
H (1.058, 1.329, 3.196)  0.162

Output
* frontier orbital gap: 8.1 eV
* ΔE to the lowest compared entry with this formula, charge and spin: 38.2 kcal per mole
* multiplicity: 1
* charge: -1
* LUMO: 0.1438 Ha

***

# 2
Density functional theory data (wB97M-V/def2-TZVPD) for a single C3H4F2O molecule at a distorted geometry.

Last column: natural (NBO) charge in e.
Element x y z (Å)
H (1.910, -0.952, -0.298)  0.246
F (-1.315, 2.030, -0.071)  -0.299
C (0.832, -1.032, -0.119)  -0.721
H (0.514, -1.422, 0.813)  0.228
O (1.333, 1.241, 0.369)  -0.498
H (-1.354, 0.398, 1.034)  0.138
C (0.462, 0.460, 0.118)  0.528
C (-1.027, 0.744, 0.060)  0.477
F (-1.557, -0.087, -0.922)  -0.343
H (0.202, -1.381, -0.984)  0.245

Output
* frontier orbital gap: 10.8 eV
* ΔE to the lowest compared entry with this formula, charge and spin: 11.0 kcal per mole
* multiplicity: 1
* structure (SMILES): CC(=O)C(F)F
* charge: 0
* LUMO: 0.0239 Ha

***

# 3
Density functional theory data (wB97M-V/def2-TZVPD) for a molecular structure, C10H27FLi3N2O3 at a distorted geometry.

Last column: Mulliken spin population.
Element x y z (Å)
H (18.340, 2.050, 9.831)  0.000
H (15.165, 0.600, 9.490)  0.005
H (15.219, -5.956, 12.132)  0.017
H (15.331, -7.063, 10.127)  0.002
H (13.635, -1.320, 6.447)  0.000
H (14.740, -1.915, 7.658)  0.000
H (17.695, -6.064, 11.059)  0.002
H (12.390, -2.719, 7.958)  0.000
H (16.298, -6.393, 13.127)  0.010
Li (12.686, -3.950, 10.850)  0.227
H (19.119, -0.704, 9.954)  0.000
H (17.089, -0.666, 8.693)  0.001
H (20.338, -7.689, 12.635)  0.000
H (20.457, -6.263, 13.366)  0.000
C (16.399, -7.726, 11.784)  0.008
C (15.520, -8.047, 10.555)  -0.003
H (18.229, -7.670, 10.787)  0.000
C (17.687, 1.526, 9.133)  0.002
C (17.721, -7.049, 11.525)  0.001
H (11.798, -1.205, 8.326)  -0.002
F (14.710, -3.810, 11.344)  -0.034
H (16.763, 2.081, 8.973)  0.000
H (20.082, -6.181, 11.639)  0.000
H (16.118, -8.689, 9.907)  0.000
H (14.553, -8.487, 10.798)  0.001
H (19.017, -3.165, 11.627)  0.000
H (17.370, -3.682, 11.741)  -0.008
H (17.953, -2.257, 12.627)  0.009
C (17.994, -2.791, 11.678)  0.031
H (14.025, -0.325, 7.840)  0.001
C (17.153, 0.073, 9.492)  0.007
N (15.811, 0.159, 10.127)  -0.044
O (13.012, -1.955, 9.873)  -0.127
Li (13.684, -2.984, 13.083)  1.037
H (18.232, 1.465, 8.191)  0.000
C (19.865, -6.710, 12.567)  0.000
O (18.457, -6.932, 12.765)  0.000
C (18.149, -0.689, 10.451)  -0.002
C (12.689, -1.812, 8.483)  0.004
N (15.524, -6.790, 12.613)  -0.006
Li (14.948, -1.821, 10.813)  -0.125
H (15.775, 0.729, 10.960)  -0.003
H (18.224, -0.240, 11.441)  0.002
C (13.820, -1.347, 7.521)  0.000
H (16.559, -8.673, 12.300)  0.002
O (17.552, -2.012, 10.569)  -0.015

Output
* frontier orbital gap (spin up / spin down): 4.2 / 7.8 eV
* multiplicity: 2
* charge: 0
* LUMO (spin up / spin down): -0.0025 / 0.0001 Ha
* expectation value of S²: 0.75

***

# 4
Density functional theory data (wB97M-V/def2-TZVPD) for a single C2H4NP molecule at a distorted geometry.

Last column: natural (NBO) charge in e.
Element x y z (Å)
H (-1.585, 1.813, -0.735)  0.211
N (1.384, -0.083, 0.135)  -0.738
H (1.424, -1.875, 0.825)  0.166
C (-0.979, 1.009, -0.435)  -0.874
P (0.655, 1.432, -0.305)  0.872
H (-0.294, -1.191, 0.604)  0.140
H (-1.402, 0.001, -0.651)  0.216
C (0.797, -1.106, 0.563)  0.008

Output
* frontier orbital gap: 9.0 eV
* ΔE to the lowest compared entry with this formula, charge and spin: 24.7 kcal per mole
* multiplicity: 1
* structure (SMILES): C=NP=C
* charge: 0
* LUMO: -0.0139 Ha

***

# 5
Density functional theory data (wB97M-V/def2-TZVPD) for a molecular structure, C35H33FN3O3ReSb2Se4.

Last column: Mulliken charge in e.
Element x y z (Å)
C (2.021, -1.031, 3.808)  -0.428
H (0.297, 5.141, 2.858)  0.509
H (-2.162, 2.175, -2.255)  0.556
H (-1.499, 4.205, -3.481)  0.477
C (0.189, 0.665, 0.992)  0.873
H (0.511, -5.536, -3.556)  0.532
H (0.530, -0.145, -4.714)  0.450
Se (-2.958, -9.561, 2.215)  -0.157
C (-0.121, 3.174, -4.767)  -0.575
N (2.064, 3.965, 2.835)  0.291
Se (-2.141, -6.725, -0.957)  -0.233
C (-0.335, -1.699, 1.010)  -0.156
H (-7.070, -1.799, -4.071)  0.427
C (-1.417, 2.112, -3.041)  -0.537
H (-3.584, -3.215, -2.051)  0.249
C (1.748, 6.068, 4.081)  -1.137
H (2.877, -2.930, 3.016)  0.365
H (1.540, -0.683, 4.713)  0.515
F (0.549, 4.230, 0.545)  -0.326
H (0.152, 4.067, -5.312)  0.456
C (0.516, -1.815, 2.107)  -0.698
H (-3.612, 0.695, -3.898)  0.412
Sb (-4.252, -8.618, 0.603)  1.055
C (1.025, 0.485, 2.112)  0.028
C (-4.109, -0.230, -3.636)  -0.519
N (3.236, 6.279, 4.103)  -0.024
C (3.511, -0.920, 3.671)  -0.386
O (-1.931, -2.972, -0.302)  0.088
C (-3.457, -1.229, -2.910)  0.879
H (3.706, 2.931, 3.602)  0.648
O (-0.923, -3.989, 1.295)  -0.778
C (4.007, 4.974, 3.961)  -1.006
H (2.237, 1.396, 3.614)  0.855
C (2.872, -2.261, 3.866)  -0.977
Sb (-1.468, -0.866, -2.492)  1.902
H (4.624, 5.062, 3.071)  0.380
C (-6.053, -1.637, -3.742)  -0.610
Re (-2.487, -4.923, 0.278)  0.267
H (4.656, 4.874, 4.828)  0.452
C (0.666, 3.014, 1.085)  -0.126
Se (-4.375, -5.040, 1.380)  -0.214
H (3.906, -0.707, 2.687)  0.218
C (1.310, -1.931, -2.397)  -0.461
H (-5.936, 0.327, -4.601)  0.443
C (-0.837, 0.891, -3.390)  0.882
C (-1.066, -2.905, 0.641)  1.123
C (2.038, -4.152, -2.955)  -0.596
H (-0.556, 2.157, -0.398)  0.661
C (-5.389, -2.633, -3.033)  -0.811
H (2.839, -4.866, -3.090)  0.450
H (1.545, -0.910, -2.113)  0.454
O (-1.322, -0.195, -0.582)  -1.611
H (3.489, 6.905, 3.336)  0.387
N (1.184, -0.803, 2.626)  0.285
C (2.331, -2.857, -2.547)  -0.798
C (0.089, 0.803, -4.428)  -0.767
H (-1.324, -3.915, -3.289)  0.576
H (2.958, -2.749, 4.826)  0.282
C (-5.418, -0.440, -4.042)  -0.758
C (0.446, 1.956, -5.114)  -0.747
Se (-6.083, -8.324, -0.720)  -0.147
C (1.378, 5.274, 2.843)  -0.420
H (-5.889, -3.566, -2.814)  0.483
C (1.475, 2.870, 2.251)  -0.697
H (3.357, -2.563, -2.371)  0.483
H (0.645, -2.774, 2.591)  0.948
H (2.630, 3.551, 4.848)  0.452
H (1.475, 5.566, 5.007)  0.380
C (0.041, 1.974, 0.483)  -0.917
C (0.725, -4.533, -3.214)  -0.676
C (-0.006, -2.323, -2.648)  0.769
C (-1.049, 3.254, -3.733)  -0.876
C (-0.306, -3.621, -3.060)  -0.711
C (-0.505, -0.436, 0.409)  1.666
H (4.056, -0.480, 4.494)  0.325
H (3.510, 6.766, 4.959)  0.387
H (1.159, 1.899, -5.926)  0.465
C (-4.087, -2.438, -2.610)  -0.154
H (1.269, 7.045, 4.064)  0.441
C (3.071, 3.775, 3.870)  -0.952
H (1.623, 5.850, 1.949)  0.352
C (1.649, 1.573, 2.729)  -0.592

Output
* frontier orbital gap: 6.7 eV
* ΔE to the lowest compared entry with this formula, charge and spin: 2.0 kcal per mole
* multiplicity: 1
* charge: +4
* LUMO: -0.3975 Ha

***

# 6
Density functional theory data (wB97M-V/def2-TZVPD) for 5 unconnected molecules or ions with the total composition C39H49BrClF13I2N5O6PS at a distorted geometry.

Last column: Mulliken charge in e.
Element x y z (Å)
C (3.236, -2.816, -1.328)  0.272
H (-4.685, 6.871, -0.093)  0.238
H (0.421, -0.754, 3.822)  0.652
C (-1.317, 1.733, -1.147)  0.530
C (2.077, -0.356, -1.307)  1.590
C (-2.132, 6.304, -0.790)  0.120
H (-4.982, 7.807, -1.583)  0.469
C (1.229, -0.420, 1.811)  -0.066
C (3.057, -0.621, -2.222)  -0.660
C (1.279, -3.835, 4.688)  -0.914
H (2.754, 1.131, 4.468)  0.273
H (1.817, -4.542, 4.053)  0.123
H (-1.213, -3.006, 0.175)  0.071
H (3.373, 0.146, -2.922)  0.470
P (1.636, -3.785, 0.879)  1.371
N (2.759, 3.107, 3.780)  0.172
C (6.348, -3.240, -4.980)  0.148
C (-2.793, 0.409, 0.093)  -0.885
O (0.701, 2.393, 3.111)  -0.572
H (-1.074, 6.586, -0.938)  0.310
H (2.988, -2.680, 5.221)  0.392
H (-4.680, 6.047, -1.660)  0.311
F (-4.480, -7.625, 2.132)  -0.229
F (-1.874, -6.364, 1.399)  -0.313
C (1.990, -2.486, 4.815)  -0.251
C (3.609, 4.220, 4.155)  -0.944
C (-3.318, -3.234, -0.100)  0.813
C (-0.468, -0.167, 0.095)  -1.071
O (2.964, -4.049, 1.822)  -0.520
H (8.665, -2.185, -6.844)  0.345
H (4.431, -2.056, -2.940)  0.312
C (-2.151, -1.544, 1.440)  -1.427
C (8.484, -2.351, -5.779)  -0.947
Br (-0.914, 3.200, -2.309)  -0.252
H (-1.459, 8.480, -1.934)  0.311
O (-6.175, 9.422, -1.626)  -0.581
C (4.443, -6.396, -2.332)  -1.505
H (-2.926, 9.303, -1.366)  0.152
C (1.469, 3.280, 3.432)  0.029
C (3.638, -1.858, -2.228)  -0.173
O (2.205, -1.819, 3.574)  -0.356
F (-3.195, -2.742, -1.345)  -0.355
H (4.360, 1.795, 4.082)  0.406
C (3.316, 1.765, 3.780)  -0.760
C (-2.593, 1.489, -0.723)  -0.783
H (0.389, -2.153, 2.705)  0.254
H (9.038, -1.607, -5.203)  0.347
C (-0.280, 0.922, -0.740)  0.906
H (4.194, -6.991, -3.211)  0.410
H (-5.032, 9.084, 0.857)  0.190
H (8.840, -3.343, -5.510)  0.286
F (-3.031, -8.861, -0.830)  -0.271
F (-4.935, -9.341, 0.935)  -0.286
Cl (1.409, -5.618, -0.071)  -0.286
C (-5.164, 10.166, 0.832)  -0.746
F (-1.037, -7.230, -0.367)  -0.344
O (5.158, -3.190, -4.728)  -0.580
C (-3.792, -4.724, -0.123)  0.659
N (0.588, -1.009, 0.580)  1.854
F (-4.910, -4.723, -0.886)  -0.346
H (3.975, 4.075, 5.174)  0.328
H (-3.373, 2.172, -1.039)  0.460
H (7.103, -0.258, -6.203)  0.388
C (-2.547, 8.438, -1.914)  -0.720
H (5.519, -6.259, -2.210)  0.370
N (7.067, -2.228, -5.501)  0.132
H (-8.346, 11.408, 0.726)  0.290
H (3.238, 1.339, 2.781)  0.144
C (-1.768, -0.409, 0.504)  0.138
H (-3.806, 0.208, 0.430)  0.409
H (4.107, -6.985, -1.464)  0.303
C (-6.874, 10.065, -0.864)  0.094
F (-5.291, -7.396, 0.091)  -0.217
F (-1.728, -5.080, -1.265)  -0.231
F (-4.399, -2.573, 0.443)  -0.387
H (1.081, -4.280, 5.669)  0.433
H (-6.938, 12.218, 1.439)  0.337
C (3.699, -5.087, -2.279)  0.371
C (-3.023, -8.172, 0.313)  0.604
C (-7.388, 11.249, 1.215)  -0.940
H (1.408, -1.823, 5.470)  0.355
H (0.709, 0.520, 2.024)  0.093
O (-2.448, 5.266, -0.244)  -0.611
C (-2.210, -6.846, 0.194)  0.723
C (-4.424, 6.976, -1.148)  -0.984
H (5.590, -1.144, -6.506)  0.301
H (1.152, 4.336, 3.468)  0.277
H (-4.424, 10.588, 0.150)  0.217
C (-4.463, -8.072, 0.883)  0.615
H (-2.923, 8.475, -2.938)  0.313
H (3.055, 5.155, 4.108)  0.298
I (5.634, -4.306, -0.081)  0.004
N (-6.500, 10.486, 0.358)  0.112
H (6.946, -4.148, -4.796)  0.285
H (-7.903, 10.360, -1.127)  0.259
C (-2.786, -5.744, -0.756)  0.495
H (5.961, -0.568, -4.875)  0.241
F (-4.184, -5.037, 1.130)  -0.336
C (0.987, -1.302, 3.053)  -1.157
C (1.618, -1.270, -0.390)  -2.721
C (3.979, -4.107, -1.433)  -1.344
H (2.296, -0.230, 1.686)  0.483
I (2.089, -4.860, -3.635)  0.072
N (-2.995, 7.219, -1.273)  0.179
C (2.223, -2.536, -0.392)  0.526
H (-5.015, 10.574, 1.828)  0.377
H (-1.978, -3.682, 1.586)  0.557
C (6.395, -0.972, -5.791)  -0.907
H (4.460, 4.277, 3.474)  0.330
H (-7.551, 10.706, 2.148)  0.338
H (-3.094, -1.296, 1.928)  0.852
F (-2.335, -8.940, 1.198)  -0.304
H (-1.399, -1.555, 2.234)  -0.128
C (-2.117, -2.940, 0.793)  -0.301
H (0.291, -3.715, 4.222)  0.161
H (3.413, -3.198, 1.941)  0.355
F (-3.383, -6.316, -1.820)  -0.297
S (1.370, 1.283, -1.292)  -0.396

Output
* frontier orbital gap: 7.9 eV
* multiplicity: 1
* structure (SMILES): CCOCCN1c2c(CCC(F)(F)C(F)(F)C(F)(F)C(F)(F)C(F)(F)C(F)(F)F)ccc(Br)c2Sc2ccc(/C(I)=C(/C)I)c(P(O)Cl)c21.CN(C)C=O.CN(C)C=O.CN(C)C=O.CN(C)C=O
* charge: 0
* LUMO: 0.0067 Ha